Entry 1:
Formula: C9H16N3O
Source: the Open Molecules 2025 dataset
Level of theory: wB97M-V/def2-TZVPD

Each line ends with the Mulliken charge.
Positions of all 29 atoms, in Å:
1 C -0.16 2.35 2.18  -1.26
2 C 0.73 1.09 1.93  0.49
3 C 1.98 1.43 1.19  -0.76
4 N 2.16 0.77 0.13  -0.51
5 C 0.92 0.11 -0.07  0.25
6 C 0.07 0.24 0.92  -0.39
7 C -1.37 -0.32 0.89  -0.83
8 C -1.57 -0.54 -0.55  -0.21
9 N -2.85 -1.06 -1.05  -0.70
10 N -0.65 -1.52 -1.15  -0.16
11 C 0.72 -0.80 -1.40  0.62
12 C 2.03 -1.68 -1.47  -1.22
13 O 0.45 -0.09 -2.57  -0.58
14 H 0.36 3.21 1.80  0.38
15 H -0.22 2.36 3.24  0.32
16 H -1.10 2.26 1.66  0.33
17 H 0.84 0.66 2.88  0.53
18 H 2.60 2.19 1.64  0.48
19 H -1.45 -1.11 1.54  0.40
20 H -2.21 0.38 1.23  0.43
21 H -1.38 0.40 -0.98  0.44
22 H -3.00 -0.65 -1.99  0.29
23 H -3.67 -0.88 -0.43  0.29
24 H -0.45 -2.25 -0.51  0.43
25 H -0.97 -1.97 -2.02  0.41
26 H 2.08 -2.27 -2.45  0.37
27 H 2.23 -2.22 -0.55  0.35
28 H 2.81 -0.78 -1.51  0.35
29 H 1.07 0.68 -2.54  0.47

Its net charge is +1. The structure (SMILES) is C[C@@H]1C=NC2=C1C[C@H](N)[NH2+][C@@]2(C)O. The total energy comes out at -16102.0567 eV. The HOMO energy comes out at -13.024 eV. As for the HOMO-LUMO gap: 0.3781 hartree.

=====

Entry 2:
Formula: C9H16N3O4PS2
Source: the Open Molecules 2025 dataset
Level of theory: wB97M-V/def2-TZVPD

Each line ends with the Mulliken charge.
Positions of all 35 atoms, in Å:
1 O 3.86 -0.44 3.94  -0.37
2 C 2.97 -0.89 3.35  0.67
3 N 2.04 -1.59 2.95  -0.26
4 O 2.01 -2.00 1.57  -0.14
5 S 3.24 -1.39 0.69  0.60
6 O 3.45 -2.35 -0.34  -0.53
7 O 2.41 -0.16 -0.06  -0.06
8 P 3.36 1.13 -0.44  0.22
9 S 2.48 2.36 -1.61  -0.32
10 H 3.68 1.67 0.81  0.08
11 H 4.55 0.58 -0.92  0.07
12 C -1.90 -0.71 1.35  -0.76
13 C -2.15 -0.12 2.73  -0.57
14 C -1.56 1.29 2.91  -0.44
15 C -0.11 1.26 2.76  0.24
16 N 1.03 1.19 2.71  -0.41
17 H -0.83 -0.83 1.16  0.10
18 H -2.36 -1.70 1.27  0.40
19 H -2.32 -0.07 0.57  0.17
20 H -1.74 -0.78 3.50  0.33
21 H -3.23 -0.07 2.91  0.32
22 H -1.79 1.67 3.90  0.31
23 H -1.97 1.98 2.17  0.29
24 C -1.82 0.06 -4.45  -1.23
25 C -0.72 -0.45 -3.53  -0.55
26 C -1.09 -0.35 -2.04  0.07
27 C -1.35 1.04 -1.65  0.23
28 N -1.55 2.13 -1.36  -0.53
29 H -2.03 1.11 -4.28  0.35
30 H -1.53 -0.06 -5.49  0.36
31 H -2.75 -0.50 -4.29  0.30
32 H 0.20 0.12 -3.71  0.29
33 H -0.50 -1.49 -3.76  0.37
34 H -0.28 -0.73 -1.42  0.01
35 H -1.98 -0.94 -1.84  0.38

The total energy comes out at -53208.9942 eV. The HOMO energy comes out at -9.368 eV. As for the HOMO-LUMO gap: 0.3323 hartree.

=====

Entry 3:
Formula: C9H16N3O6S
Source: the Open Molecules 2025 dataset
Level of theory: wB97M-V/def2-TZVPD

Each line ends with the Mulliken charge.
Positions of all 35 atoms, in Å:
1 C -2.84 -0.84 2.84  -0.64
2 C -1.88 0.30 2.52  -0.68
3 C -1.02 0.41 1.13  0.32
4 C -0.69 1.93 0.53  -0.06
5 C -1.60 2.41 -0.75  -0.67
6 C -1.21 1.52 -2.10  0.16
7 O -2.13 0.90 -2.87  -0.53
8 N 0.82 1.84 0.21  -0.37
9 C 1.27 0.92 1.37  0.09
10 N 2.19 1.16 2.36  -0.33
11 N 0.36 -0.29 1.11  -0.22
12 O 0.40 -0.57 -0.23  0.14
13 C 0.36 -2.03 -0.45  -0.22
14 C -1.13 -2.58 -0.96  -0.76
15 H -2.51 -1.85 3.33  0.25
16 H -4.00 -0.71 2.63  0.22
17 H -1.78 1.11 3.39  0.22
18 H -1.82 0.05 0.32  0.28
19 H -0.66 2.57 1.51  0.39
20 H -1.50 3.56 -0.99  0.37
21 H -2.73 2.18 -0.47  0.26
22 H -0.08 1.45 -2.47  0.28
23 H 1.33 2.75 0.26  0.34
24 H 1.91 1.85 3.12  0.22
25 H 3.16 0.77 2.41  0.27
26 H 1.14 -2.28 -1.32  0.12
27 H 0.68 -2.54 0.57  0.28
28 H -2.02 -1.98 -0.47  0.16
29 H -1.27 -2.52 -2.13  0.27
30 H -1.23 -3.69 -0.57  0.30
31 O 2.79 -1.87 -3.69  -0.68
32 S 3.70 -1.16 -2.77  1.23
33 O 3.79 -1.91 -1.50  -0.72
34 O 3.16 0.19 -2.50  -0.64
35 O 5.03 -1.04 -3.38  -0.67

Its net charge is -1. The total energy comes out at -37167.0810 eV. The HOMO energy comes out at -2.945 eV. As for the HOMO-LUMO gap: 0.0950 hartree.

=====

Entry 4:
Formula: C9H16N4O
Source: the Open Molecules 2025 dataset
Level of theory: wB97M-V/def2-TZVPD

Each line ends with the Mulliken charge.
Positions of all 30 atoms, in Å:
1 C 0.54 -0.46 -2.46  -1.29
2 C -0.03 0.40 -1.63  0.91
3 C -1.46 0.78 -1.82  -1.50
4 N 0.74 1.33 -0.89  0.92
5 C 2.14 1.38 -0.87  0.10
6 N 2.43 2.33 -0.04  -0.62
7 C 1.24 2.82 0.43  -0.37
8 N 0.19 2.16 -0.08  -0.97
9 H -0.13 -0.92 -3.15  0.46
10 H 1.64 -0.78 -2.33  0.27
11 H -1.50 1.79 -2.09  0.46
12 H -1.91 0.31 -2.70  0.45
13 H -2.21 0.66 -1.04  0.26
14 H 2.76 1.08 -1.61  0.46
15 H 1.31 3.47 1.28  0.40
16 C -1.65 -1.41 2.19  -1.79
17 C -0.65 -0.46 1.46  1.03
18 C 0.56 -0.07 2.20  -1.21
19 C -0.30 -1.09 0.17  -0.37
20 N 0.68 -1.87 0.00  -0.18
21 O 0.93 -2.78 -0.95  -0.38
22 H -1.09 -2.33 2.35  0.43
23 H -2.51 -1.72 1.78  0.52
24 H -1.83 -1.01 3.24  0.33
25 H -1.23 0.43 1.17  0.16
26 H 0.14 0.30 3.21  0.35
27 H 1.26 -0.80 2.23  0.36
28 H 0.99 0.80 1.79  0.17
29 H -1.29 -1.38 -0.27  0.30
30 H 0.24 -2.95 -1.57  0.35

The structure (SMILES) is C=C(C)n1cncn1.CC(C)/C=N/O. The total energy comes out at -17594.9050 eV. The HOMO energy comes out at -8.898 eV. As for the HOMO-LUMO gap: 0.3371 hartree.

=====

Entry 5:
Formula: C9H16N5
Source: the Open Molecules 2025 dataset
Level of theory: wB97M-V/def2-TZVPD

Each line ends with the Mulliken charge.
Positions of all 30 atoms, in Å:
1 C -1.00 2.08 1.00  -0.24
2 C -1.41 0.97 -1.26  0.30
3 C -0.60 -2.29 -2.38  -0.44
4 C -1.63 -0.13 -3.19  -0.57
5 C -1.02 -0.38 -1.07  -0.13
6 C 0.18 0.08 1.87  1.02
7 C -0.15 -0.93 2.84  -1.89
8 C 2.54 -0.72 1.59  -1.02
9 C 1.58 1.16 0.29  -0.99
10 N -0.52 1.18 1.71  -0.17
11 N -1.87 1.08 -2.52  -0.71
12 N -1.28 2.03 -0.35  -0.17
13 N -1.05 -1.08 -2.19  0.15
14 N 1.36 0.06 1.25  0.26
15 H -1.20 3.00 1.45  0.43
16 H -0.51 -2.94 -1.53  0.28
17 H -0.87 -2.81 -3.27  0.28
18 H -2.48 -0.58 -3.70  0.37
19 H -0.90 0.10 -4.00  0.34
20 H -0.46 -0.86 -0.28  0.27
21 H 0.47 -0.98 3.76  0.34
22 H -0.09 -2.00 2.34  0.36
23 H -1.08 -0.72 3.12  0.51
24 H 3.06 -0.05 2.24  0.47
25 H 2.50 -1.57 2.21  0.40
26 H 3.27 -0.75 0.73  0.28
27 H 0.60 1.42 -0.18  0.24
28 H 2.09 2.00 0.87  0.40
29 H 2.33 0.91 -0.55  0.28
30 H -1.85 2.70 -0.80  0.36

Its net charge is +1. The total energy comes out at -17032.6609 eV. The HOMO energy comes out at -10.341 eV. As for the HOMO-LUMO gap: 0.2480 hartree.

=====

Entry 6:
Formula: C9H16N5
Source: the Open Molecules 2025 dataset
Level of theory: wB97M-V/def2-TZVPD

Each line ends with the Mulliken charge.
Positions of all 30 atoms, in Å:
1 H -3.39 0.86 -1.98  0.28
2 N -2.40 0.69 -1.72  -0.50
3 C -2.23 1.26 -0.60  -0.40
4 N -1.10 1.06 0.14  0.14
5 C -0.52 2.26 0.77  -0.81
6 C 0.80 2.50 0.14  -0.75
7 C 1.61 1.27 0.49  -0.49
8 N 0.88 -0.05 0.20  -0.05
9 C 1.72 -1.19 -0.02  -0.38
10 C 1.02 -2.48 -0.56  -0.63
11 C -0.49 -2.22 -0.94  -0.71
12 N -1.00 -1.24 -0.04  0.16
13 C -2.03 -1.43 0.86  -0.32
14 N -2.43 -0.47 1.55  -0.42
15 H -3.08 -0.73 2.19  0.19
16 C -0.36 -0.04 0.05  0.57
17 H -2.93 1.92 -0.09  0.42
18 H -0.57 2.01 1.79  0.42
19 H -1.14 3.15 0.59  0.38
20 H 1.28 3.35 0.60  0.39
21 H 0.67 2.66 -0.85  0.42
22 H 2.47 1.30 -0.19  0.36
23 H 1.83 1.25 1.60  0.33
24 H 2.18 -1.37 1.01  0.30
25 H 2.41 -0.73 -0.75  0.29
26 H 1.58 -2.87 -1.43  0.34
27 H 1.16 -3.28 0.11  0.35
28 H -0.76 -1.87 -1.94  0.33
29 H -1.07 -3.20 -0.90  0.39
30 H -2.20 -2.50 0.99  0.40

Its net charge is +1. The structure (SMILES) is [H]/N=C/N1CCCN2CCC[N+](/C=N/[H])=C12. The total energy comes out at -17035.2890 eV. The HOMO energy comes out at -12.932 eV. As for the HOMO-LUMO gap: 0.3675 hartree.